Here is a molecular structure, C43H51BiBr2I2N7O5Si from OMol25. Energies are from ωB97M-V/def2-TZVPD.

Last column: Mulliken charge in e.
Geometry (Å):
Bi (-0.03, 0.14, 0.25)  2.5325
I (-7.20, 3.45, -0.15)  -0.0329
C (-5.38, 2.51, 0.38)  -0.5538
C (-5.31, 1.72, 1.50)  -0.2516
C (-4.11, 1.11, 1.79)  -0.0516
I (-3.95, -0.15, 3.47)  -0.0849
C (-2.94, 1.28, 1.04)  -0.4500
O (-1.87, 0.68, 1.47)  -0.3532
C (-3.04, 2.14, -0.08)  1.1454
C (-1.86, 2.47, -0.96)  -1.3114
N (-0.68, 2.82, -0.20)  1.0276
C (-0.71, 4.16, 0.33)  -1.1118
C (0.66, 4.70, 0.63)  0.6829
C (0.82, 6.04, 0.98)  -0.9553
C (2.09, 6.49, 1.31)  -0.4943
C (3.15, 5.60, 1.26)  -0.9750
C (2.89, 4.31, 0.86)  -0.4890
N (1.69, 3.86, 0.55)  0.4662
C (-4.26, 2.72, -0.40)  -0.8064
H (-6.17, 1.56, 2.14)  0.4173
H (-1.62, 1.60, -1.58)  -0.0615
H (-2.15, 3.28, -1.65)  0.4179
H (0.14, 2.73, -0.81)  -0.3251
H (-1.20, 4.86, -0.37)  0.7308
H (-1.30, 4.18, 1.26)  0.3875
H (-0.03, 6.69, 1.00)  0.5133
H (2.24, 7.52, 1.60)  0.4052
H (4.15, 5.91, 1.53)  0.4278
H (3.69, 3.58, 0.77)  0.4526
H (-4.33, 3.35, -1.28)  0.4310
Br (2.35, 4.02, -3.16)  -0.2362
C (3.08, 2.30, -2.80)  0.2288
C (4.36, 1.99, -3.21)  -0.4194
C (4.86, 0.73, -2.95)  0.2869
Br (6.61, 0.29, -3.61)  -0.2974
C (4.13, -0.22, -2.23)  1.3614
C (4.59, -1.52, -1.93)  -1.2579
C (3.77, -2.40, -1.28)  -1.4227
C (2.51, -1.94, -0.84)  -0.4765
N (2.09, -0.72, -1.05)  0.4116
C (2.82, 0.13, -1.77)  -0.6404
C (2.22, 1.40, -2.13)  -0.3578
O (1.01, 1.65, -1.93)  -0.6063
H (4.95, 2.72, -3.74)  0.4377
H (5.60, -1.79, -2.21)  0.3069
H (4.08, -3.41, -1.07)  0.5354
H (1.85, -2.59, -0.30)  0.2672
C (-2.94, -2.60, -6.40)  -1.4542
C (-2.62, -1.11, -6.39)  0.6715
C (-1.21, -0.84, -6.92)  -1.3783
C (-2.78, -0.52, -4.97)  -1.2727
N (-1.84, -1.07, -4.03)  0.9672
C (-0.74, -0.52, -3.47)  -0.9791
N (-0.15, -1.44, -2.73)  0.6032
N (-0.91, -2.52, -2.84)  -0.4207
N (-1.90, -2.33, -3.60)  -0.9677
H (-2.89, -2.99, -7.42)  0.4326
H (-3.93, -2.79, -6.01)  0.3724
H (-2.23, -3.15, -5.79)  0.3109
H (-3.34, -0.59, -7.03)  0.3250
H (-0.46, -1.31, -6.28)  0.2340
H (-1.01, 0.22, -6.96)  0.3601
H (-1.10, -1.25, -7.92)  0.4342
H (-3.78, -0.73, -4.60)  0.4116
H (-2.62, 0.56, -5.00)  0.3332
H (-0.40, 0.48, -3.60)  0.8368
C (3.04, 0.21, 2.08)  -1.0834
Si (1.20, -0.11, 2.56)  0.3931
C (1.20, -1.87, 3.45)  2.6324
C (1.96, -1.93, 4.78)  -1.9650
C (1.86, -2.88, 2.51)  -1.7688
C (-0.24, -2.37, 3.69)  -1.5425
C (0.80, 1.30, 3.88)  3.4129
C (2.06, 1.80, 4.58)  -2.1215
C (0.19, 2.48, 3.12)  -2.1885
C (-0.21, 0.90, 4.95)  -1.5831
H (3.74, -0.02, 2.88)  0.3845
H (3.18, 1.26, 1.82)  -0.0261
H (3.35, -0.36, 1.21)  0.3210
H (2.99, -1.59, 4.65)  0.3158
H (1.97, -2.95, 5.14)  0.5437
H (1.49, -1.31, 5.54)  0.2906
H (2.90, -2.61, 2.31)  0.3489
H (1.31, -2.92, 1.59)  -0.1307
H (1.85, -3.88, 2.96)  0.6225
H (-0.78, -1.73, 4.38)  0.2761
H (-0.21, -3.38, 4.10)  0.5565
H (-0.78, -2.40, 2.75)  -0.0675
H (2.76, 2.23, 3.87)  0.3051
H (2.56, 1.00, 5.12)  0.3750
H (1.80, 2.58, 5.30)  0.5123
H (0.86, 2.81, 2.34)  -0.0264
H (0.00, 3.31, 3.80)  0.6561
H (-0.74, 2.19, 2.66)  0.0796
H (0.19, 0.17, 5.65)  0.3644
H (-1.10, 0.48, 4.49)  -0.1120
H (-0.51, 1.78, 5.52)  0.5288
O (0.01, -4.59, -1.05)  -0.7301
C (-0.96, -4.86, -0.15)  0.4406
C (-1.06, -6.17, 0.32)  -0.5901
C (-2.04, -6.53, 1.23)  -0.4833
C (-2.94, -5.58, 1.68)  -0.7736
C (-2.84, -4.27, 1.25)  -0.7594
C (-1.86, -3.90, 0.34)  0.2704
C (-1.66, -2.43, 0.06)  0.1670
O (-2.50, -1.70, -0.42)  -0.5842
O (-0.48, -2.06, 0.45)  0.1361
H (-0.13, -3.71, -1.44)  0.2816
H (-0.34, -6.89, -0.04)  0.4262
H (-2.09, -7.55, 1.59)  0.3784
H (-3.71, -5.85, 2.39)  0.4089
H (-3.50, -3.51, 1.63)  0.4355

Computed properties:
net charge = -1
HOMO = -4.989 eV
electronic energy = -8676.327978 Ha
frontier orbital gap = 7.07 eV
lowest unoccupied orbital energy = 2.08 eV
energy relative to the best compared isomer or geometry (same formula, charge and spin) = 21.3 kcal/mol

***

Here is a molecular structure, C43H52AsN4OS5V from OMol25. Energies are from ωB97M-V/def2-TZVPD.

Last column: Mulliken spin population.
Geometry (Å):
V (-0.11, 0.25, -0.41)  2.0358
C (2.73, 5.87, -0.90)  -0.0008
C (1.55, 5.66, 0.06)  0.0005
C (0.72, 4.47, -0.30)  -0.0098
C (-0.50, 4.47, -0.99)  0.0073
C (-1.24, 5.67, -1.50)  0.0006
C (-2.22, 6.25, -0.47)  -0.0004
C (-0.90, 3.14, -1.08)  -0.0132
C (-2.20, 2.66, -1.62)  -0.0111
C (-2.15, 1.40, -2.41)  0.0685
C (-2.93, 1.10, -3.54)  -0.0033
C (-3.88, 2.01, -4.25)  0.0029
C (-5.24, 2.11, -3.56)  -0.0012
C (-2.67, -0.24, -3.83)  0.0360
C (-1.74, -0.68, -2.87)  0.0394
C (-1.24, -1.98, -2.74)  -0.0163
C (-0.31, -2.45, -1.85)  0.0044
N (0.39, -1.66, -0.92)  -0.0243
C (1.21, -2.49, -0.25)  -0.0034
C (2.11, -2.11, 0.76)  -0.0190
C (2.33, -0.80, 1.16)  0.0483
N (1.66, 0.28, 0.71)  -0.0573
C (2.33, 1.40, 1.20)  0.0501
C (2.06, 2.68, 0.85)  -0.0310
C (1.00, 3.14, 0.01)  0.0193
N (0.01, 2.31, -0.50)  -0.0380
C (3.42, 0.97, 2.05)  0.0068
C (3.42, -0.38, 2.05)  0.0070
C (4.37, -1.32, 2.73)  0.0017
C (5.54, -1.73, 1.83)  0.0013
C (4.39, 1.89, 2.73)  0.0021
C (3.82, 2.51, 4.01)  0.0002
C (1.05, -3.85, -0.72)  -0.0077
C (0.11, -3.81, -1.71)  0.0066
C (-0.49, -4.97, -2.45)  -0.0004
C (-1.79, -5.44, -1.78)  -0.0002
C (1.77, -5.04, -0.18)  -0.0007
C (3.17, -5.22, -0.77)  -0.0012
N (-1.42, 0.35, -2.02)  -0.0442
C (-3.33, -1.09, -4.87)  0.0001
C (-2.47, -1.29, -6.13)  0.0046
H (3.31, 6.76, -0.63)  -0.0002
H (2.36, 6.00, -1.92)  0.0002
H (3.39, 5.01, -0.89)  -0.0001
H (0.92, 6.56, 0.06)  -0.0002
H (1.94, 5.55, 1.08)  -0.0005
H (-1.79, 5.41, -2.41)  0.0001
H (-0.52, 6.44, -1.79)  -0.0001
H (-2.91, 5.48, -0.13)  0.0002
H (-2.79, 7.08, -0.88)  0.0001
H (-1.67, 6.61, 0.41)  0.0002
H (-2.63, 3.44, -2.24)  0.0021
H (-4.03, 1.64, -5.27)  -0.0003
H (-3.44, 3.01, -4.35)  -0.0006
H (-5.58, 1.12, -3.25)  0.0010
H (-5.99, 2.56, -4.21)  -0.0003
H (-5.17, 2.71, -2.64)  0.0003
H (-1.67, -2.72, -3.41)  0.0040
H (2.73, -2.89, 1.19)  -0.0042
H (2.69, 3.45, 1.27)  -0.0079
H (3.82, -2.21, 3.05)  0.0009
H (4.75, -0.85, 3.64)  -0.0003
H (5.16, -2.22, 0.93)  0.0001
H (6.21, -2.42, 2.34)  -0.0003
H (6.11, -0.85, 1.53)  -0.0001
H (4.67, 2.68, 2.04)  -0.0002
H (5.30, 1.34, 2.97)  0.0004
H (2.85, 2.98, 3.81)  0.0001
H (4.49, 3.27, 4.42)  -0.0004
H (3.66, 1.75, 4.78)  0.0001
H (0.23, -5.80, -2.47)  -0.0002
H (-0.69, -4.69, -3.48)  -0.0001
H (-1.60, -5.78, -0.77)  0.0002
H (-2.25, -6.26, -2.34)  0.0001
H (-2.50, -4.61, -1.72)  -0.0002
H (1.18, -5.94, -0.37)  -0.0003
H (1.85, -4.95, 0.91)  -0.0010
H (3.11, -5.32, -1.86)  0.0001
H (3.67, -6.10, -0.37)  0.0001
H (3.79, -4.35, -0.55)  -0.0001
H (-4.28, -0.63, -5.15)  -0.0001
H (-3.58, -2.06, -4.44)  0.0005
H (-2.27, -0.33, -6.61)  -0.0003
H (-2.97, -1.94, -6.86)  -0.0007
H (-1.51, -1.73, -5.87)  -0.0002
S (-4.52, -0.85, -0.84)  0.0115
As (-3.70, 0.47, 0.57)  0.0134
S (-3.46, 2.59, -0.22)  0.0066
S (-1.64, -0.12, 1.21)  -0.0926
S (-4.81, 0.83, 2.33)  0.0059
C (1.38, -0.53, 5.08)  -0.0010
S (0.17, -0.04, 3.82)  0.0050
O (-0.63, 1.02, 4.50)  -0.0008
C (-0.78, -1.57, 3.95)  -0.0013
C (-2.05, -1.49, 4.49)  0.0021
C (-2.80, -2.65, 4.61)  -0.0009
C (-2.28, -3.87, 4.17)  0.0004
C (-1.02, -3.92, 3.59)  -0.0010
C (-0.27, -2.76, 3.47)  0.0007
H (0.85, -0.56, 6.03)  -0.0001
H (2.15, 0.24, 5.09)  0.0005
H (1.82, -1.50, 4.84)  0.0002
H (-2.45, -0.52, 4.77)  0.0007
H (-3.80, -2.60, 5.01)  -0.0001
H (-2.87, -4.77, 4.27)  0.0000
H (-0.64, -4.86, 3.21)  -0.0002
H (0.69, -2.78, 2.96)  -0.0010

Computed properties:
net charge = -2
HOMO (spin up / spin down) = -1.047 / -1.050 eV
electronic energy = -7134.986086 Ha
frontier orbital gap (spin up / spin down) = 5.02 / 5.02 eV
lowest unoccupied orbital energy (spin up / spin down) = 3.97 / 3.97 eV
energy relative to the best compared isomer or geometry (same formula, charge and spin) = 0.0 kcal/mol
multiplicity = 3

***

Here is a molecular structure, C43H52BClCsF4N9O3PS from OMol25. Energies are from ωB97M-V/def2-TZVPD.

Last column: Mulliken charge in e.
Geometry (Å):
Cs (-0.48, 1.00, 0.80)  1.2318
C (0.62, 0.93, 6.75)  -1.0200
N (-0.26, -0.02, 6.09)  0.0521
C (-0.34, -1.29, 6.80)  -0.7250
C (-0.73, -2.26, 5.70)  -0.5694
N (-0.07, -1.67, 4.56)  0.0591
C (-0.36, -2.24, 3.25)  -0.8092
C (-0.09, -0.29, 4.72)  -0.1983
N (-0.03, 0.50, 3.73)  0.2247
C (-0.16, 1.94, 3.86)  -2.3158
C (1.16, 2.68, 3.66)  -0.6113
N (1.68, 2.52, 2.31)  0.8205
C (2.81, 2.97, 1.94)  -0.3622
N (3.82, 3.62, 2.66)  0.0426
C (3.52, 4.47, 3.81)  -0.9606
C (4.73, 4.27, 1.74)  -0.5906
C (4.47, 3.59, 0.40)  -0.6707
N (3.26, 2.82, 0.62)  0.2967
C (2.33, 2.85, -0.49)  -1.3197
H (0.24, 1.13, 7.75)  0.3561
H (0.67, 1.87, 6.22)  0.2511
H (1.64, 0.54, 6.85)  0.3620
H (-1.06, -1.24, 7.62)  0.3455
H (0.64, -1.57, 7.21)  0.3492
H (-1.82, -2.29, 5.56)  0.2981
H (-0.38, -3.28, 5.89)  0.3850
H (-0.10, -3.30, 3.29)  0.1690
H (0.27, -1.78, 2.49)  0.2830
H (-1.41, -2.13, 2.97)  0.3622
H (-0.64, 2.25, 4.79)  0.7557
H (-0.85, 2.29, 3.08)  0.1867
H (1.87, 2.29, 4.40)  0.6046
H (0.98, 3.74, 3.87)  0.4674
H (3.12, 3.91, 4.64)  0.2896
H (2.83, 5.28, 3.54)  0.2781
H (4.46, 4.92, 4.13)  0.3795
H (5.76, 4.16, 2.08)  0.3356
H (4.50, 5.34, 1.67)  0.3492
H (5.30, 2.94, 0.09)  0.4075
H (4.31, 4.33, -0.39)  0.3282
H (2.78, 2.42, -1.38)  0.6991
H (2.01, 3.88, -0.70)  0.5184
H (1.43, 2.28, -0.26)  -0.6104
Cl (3.31, -0.73, -1.02)  -0.0747
C (3.73, 0.08, -2.48)  0.7234
C (5.07, 0.33, -2.73)  -0.7049
C (5.44, 0.98, -3.89)  -0.5898
C (4.47, 1.38, -4.80)  -0.7773
C (3.13, 1.12, -4.54)  -0.5085
C (2.73, 0.47, -3.37)  -0.3927
P (0.95, 0.28, -2.91)  1.5264
C (0.11, 1.13, -4.30)  0.0720
C (-0.13, 0.53, -5.54)  -0.1173
C (-0.78, 1.24, -6.54)  -0.6856
C (-1.18, 2.56, -6.32)  -0.5166
C (-0.94, 3.15, -5.08)  -0.6182
C (-0.31, 2.43, -4.08)  -0.7425
C (0.64, -1.47, -3.32)  0.1807
C (-0.68, -1.91, -3.14)  -0.0393
C (-1.02, -3.22, -3.44)  -0.4299
C (-0.06, -4.11, -3.90)  -0.7350
C (1.25, -3.69, -4.05)  -0.6397
C (1.60, -2.37, -3.77)  -0.3741
H (5.81, 0.01, -2.01)  0.4952
H (6.49, 1.18, -4.09)  0.3477
H (4.75, 1.89, -5.71)  0.3788
H (2.38, 1.45, -5.25)  0.4075
H (0.17, -0.49, -5.72)  0.4188
H (-0.97, 0.78, -7.50)  0.4021
H (-1.69, 3.11, -7.10)  0.3545
H (-1.27, 4.17, -4.90)  0.4317
H (-0.15, 2.89, -3.11)  0.5566
H (-1.42, -1.21, -2.77)  0.1829
H (-2.05, -3.54, -3.31)  0.4112
H (-0.34, -5.13, -4.13)  0.3611
H (2.01, -4.38, -4.40)  0.3937
H (2.62, -2.05, -3.91)  0.3577
F (-0.17, 6.81, 1.33)  -0.3634
B (0.39, 5.64, 0.82)  0.2337
F (1.65, 5.40, 1.44)  -0.1205
F (0.58, 5.75, -0.57)  -0.4062
F (-0.47, 4.54, 1.08)  -0.2274
N (0.75, -2.38, 0.05)  -0.3696
C (0.07, -3.31, -0.06)  -0.1466
N (-0.71, -4.38, -0.19)  0.7984
C (-0.05, -5.63, -0.59)  -0.7841
C (-1.11, -6.70, -0.87)  -0.8597
C (-2.43, -6.05, -1.25)  -0.1702
C (-2.99, -5.27, -0.06)  -0.8894
C (-1.88, -4.51, 0.68)  0.5076
H (0.65, -5.96, 0.19)  0.3256
H (0.53, -5.41, -1.49)  0.3456
H (-1.26, -7.32, 0.02)  0.3886
H (-0.75, -7.36, -1.66)  0.4144
H (-3.15, -6.80, -1.58)  0.4591
H (-2.26, -5.37, -2.09)  -0.2443
H (-3.45, -5.97, 0.64)  0.3816
H (-3.77, -4.58, -0.38)  0.3358
H (-1.59, -5.04, 1.60)  0.3227
H (-2.22, -3.52, 0.95)  -0.6706
O (-2.78, 0.48, -2.33)  -0.7157
C (-3.28, 0.15, -1.26)  0.3336
N (-2.65, -0.55, -0.29)  -0.1132
S (-3.53, -0.68, 1.05)  1.1776
O (-2.99, 0.14, 2.11)  -0.5669
O (-3.81, -2.05, 1.41)  -0.7796
C (-5.01, 0.08, 0.40)  0.3105
C (-6.25, 0.30, 0.96)  -0.5214
C (-7.20, 0.94, 0.18)  -0.5701
C (-6.90, 1.35, -1.11)  -0.5179
C (-5.65, 1.13, -1.66)  -0.5267
C (-4.70, 0.48, -0.88)  -0.3497
H (-6.46, -0.02, 1.98)  0.4905
H (-8.19, 1.13, 0.59)  0.3945
H (-7.66, 1.86, -1.70)  0.3862
H (-5.39, 1.45, -2.66)  0.5261

Computed properties:
net charge = -1
HOMO = -5.507 eV
electronic energy = -4032.851332 Ha
frontier orbital gap = 7.48 eV
lowest unoccupied orbital energy = 1.97 eV
energy relative to the best compared isomer or geometry (same formula, charge and spin) = 16.8 kcal/mol